# 1
26
Properties=species:S:1:pos:R:3:forces:R:3:nbo_charge:R:1 method="wB97M-V/def2-TZVPD" lumo_energy_ev=-3.16 e_homo_ev=-14.63 charge=+1 e_tot_ev=-9033.6126 gap_ev=11.462 de_lowest_kcal_mol=26.7 largest_force_ha_per_bohr=0.0398
H -0.88374 -1.40045 1.88661 0.128 -0.568 -0.489 0.1743
H 0.41790 2.61751 -3.11146 -0.167 0.141 0.222 0.2389
H -2.08117 -2.47673 -0.17262 0.728 -0.150 -0.129 0.1951
C 1.19457 -0.98053 2.07419 -0.073 -0.550 0.734 -0.6019
H 0.10453 -2.85743 2.00934 -0.072 0.284 0.160 0.2442
H 1.88549 3.15697 -2.33409 -0.090 -0.219 0.374 0.2586
H 0.57110 3.11283 -0.06176 0.673 0.408 0.740 0.2072
N -0.80004 0.99562 0.53286 0.227 1.422 0.348 -0.7107
H -1.14816 -3.02985 -1.57679 0.252 0.148 0.483 0.2281
C 0.79396 3.14766 -2.23254 0.189 1.049 -0.823 -0.6661
H 2.12991 -1.30068 1.63829 0.429 -0.054 0.083 0.2288
H 1.00499 -2.75614 -0.19201 -0.172 0.424 0.172 0.2320
H 0.53236 4.23556 -2.28653 -0.042 -0.900 -0.041 0.2565
H -1.11960 -3.94436 -0.08071 0.130 0.000 0.127 0.2281
C 0.06176 -1.87305 1.52853 -0.095 0.213 0.839 -0.4319
H -0.57668 1.67964 1.26594 -0.111 -0.187 -0.015 0.4390
H 1.26625 -1.04165 3.20144 -0.094 0.192 -1.321 0.2454
C -1.10489 -2.93018 -0.47688 -0.842 0.412 -0.264 -0.6152
H 1.07677 0.07162 1.78296 0.257 -0.095 0.322 0.1487
C 0.32743 2.58786 -0.95357 -1.355 -0.719 -0.033 -0.1009
H -1.76223 0.71688 0.65473 -0.527 -0.134 -0.010 0.4420
C -0.53923 1.58876 -0.79480 0.262 -1.523 -1.343 -0.1039
C 0.11408 -2.14191 0.03087 -0.114 -0.199 -0.541 -0.4083
H -0.20745 0.18182 0.70052 -0.004 -0.267 -0.079 0.4780
H 0.25894 -1.20811 -0.54918 -0.080 -0.297 0.029 0.1614
H -0.95498 0.88145 -1.55948 0.564 1.170 0.455 0.2327



# 2
16
Properties=species:S:1:pos:R:3:forces:R:3:nbo_charge:R:1 method="wB97M-V/def2-TZVPD" smiles="CC(=O)C(C)C" lumo_energy_ev=0.98 e_homo_ev=-9.53 e_tot_ev=-7394.7589 gap_ev=10.514 de_lowest_kcal_mol=0.1 largest_force_ha_per_bohr=0.0086
C 0.64178 1.79532 0.15659 0.008 0.060 0.009 -0.6015
C 1.25762 -0.49766 -0.71236 0.041 -0.075 -0.015 -0.5985
H -2.18664 -1.74851 1.18744 0.095 0.061 -0.170 0.2376
O -0.77976 0.19621 1.89677 0.025 -0.133 -0.421 -0.5437
H -0.17457 2.47176 0.42510 0.103 -0.096 -0.021 0.2192
H 1.89131 -0.02736 -1.47144 -0.103 -0.039 0.120 0.2160
H 1.26986 1.67151 1.04407 -0.083 0.009 -0.127 0.2195
H 1.88539 -0.72229 0.15790 -0.086 0.033 -0.116 0.2117
H -0.52290 0.59312 -1.20510 0.049 -0.039 0.141 0.2092
H 0.89289 -1.44288 -1.12723 0.053 0.136 0.072 0.2082
H 1.23743 2.26849 -0.63138 -0.072 -0.083 0.101 0.2052
H -2.24018 -1.14771 -0.50236 0.113 -0.057 0.122 0.2277
C 0.11082 0.44689 -0.31754 -0.022 0.026 0.002 -0.3242
H -0.93828 -2.23177 0.00686 -0.103 0.139 0.031 0.2302
C -0.75766 -0.21232 0.75490 -0.009 0.043 0.206 0.6071
C -1.58711 -1.41280 0.33777 -0.010 0.017 0.066 -0.7236



# 3
10
Properties=species:S:1:pos:R:3:forces:R:3:nbo_charge:R:1 method="wB97M-V/def2-TZVPD" smiles=c1ccnnc1 lumo_energy_ev=0.15 e_homo_ev=-9.58 e_tot_ev=-7190.6025 gap_ev=9.733 de_lowest_kcal_mol=48.1 largest_force_ha_per_bohr=0.0182
N 1.33237 0.41466 1.02922 -0.288 -0.167 -0.022 -0.2221
H -0.89592 -0.53712 -1.84896 -0.629 0.646 0.253 0.2281
H 0.81412 -1.43340 1.69431 -0.209 0.195 0.761 0.2068
H -1.51537 -1.38010 0.55604 0.647 -0.625 -0.245 0.2281
C -0.65376 -0.77256 0.28737 0.373 -0.235 -0.185 -0.1942
C 0.17260 1.09722 -0.77490 -0.133 0.160 -0.013 -0.0188
N 0.97668 1.41779 0.20700 -0.168 -0.193 -0.222 -0.2221
C 0.48271 -0.57620 1.12586 0.113 -0.177 0.013 -0.0187
C -0.50737 -0.14902 -0.90975 -0.283 0.304 0.229 -0.1940
H -0.20605 1.91875 -1.36618 0.577 0.092 -0.569 0.2069



# 4
62
Properties=species:S:1:pos:R:3:forces:R:3:nbo_charge:R:1 method="wB97M-V/def2-TZVPD" lumo_energy_ev=-3.33 e_homo_ev=-11.54 charge=+1 e_tot_ev=-38739.8833 gap_ev=8.212 largest_force_ha_per_bohr=0.0388
H -1.07776 -5.06325 1.15497 -0.088 0.002 -0.094 0.2050
H 0.40152 5.20109 -0.54433 -0.183 -0.187 -0.082 0.2208
H 3.54517 3.66822 -0.71650 -0.201 -0.228 -0.203 0.2496
H -1.11047 -3.42090 -2.24116 -0.028 0.031 0.020 0.2105
C 3.86713 1.08797 -1.17394 0.825 0.687 0.281 -0.2167
H -4.55458 -3.88513 6.01858 0.020 0.004 0.030 0.2134
C 0.14617 4.13535 -0.63932 0.868 0.665 1.068 -0.2270
H 2.84298 -1.89011 0.03250 -0.218 0.007 -0.313 0.2402
H -1.13899 -3.49664 5.03162 -0.040 -0.041 0.034 0.4608
H 1.25465 -1.58670 -1.88203 0.151 0.126 -0.053 0.2181
C -1.48366 -3.85925 -1.31323 0.035 0.238 -0.188 -0.6371
C -3.17231 -1.99817 4.53082 -0.037 0.081 -0.218 -0.6290
C 2.00359 -0.82074 -1.68567 -0.233 -1.002 0.614 -0.1478
H 1.38362 0.38311 -3.31745 0.106 -0.042 0.136 0.2103
C 0.87741 3.96352 -3.08207 0.491 0.179 -0.655 -0.1276
I 0.30957 2.61077 -4.69870 0.076 0.462 0.120 0.2316
H 4.54912 -0.19133 0.42053 -0.058 0.218 -0.174 0.2223
H 0.79012 4.92800 -3.58644 -0.101 -0.139 0.287 0.2387
H -1.13371 1.37443 0.44227 0.210 -0.052 -0.339 0.1804
H -2.57010 -1.55438 5.32847 -0.068 -0.065 0.078 0.1996
C -1.45649 0.92865 -0.50951 -0.475 -0.808 0.471 -0.2550
H 0.76092 -4.65207 -0.36213 0.056 0.014 0.015 0.4669
H -3.59492 -3.93399 3.69626 0.158 -0.068 -0.061 0.1751
H -0.89894 4.65721 -2.30004 0.318 0.053 -0.224 0.4308
C 3.83472 -0.04058 -0.38634 -0.096 -0.582 0.487 -0.2116
O -0.70839 1.44320 -1.62313 0.321 1.016 0.504 -0.7403
H -0.73660 -2.27440 -0.06428 0.214 -0.008 -0.009 0.1516
H 2.49019 5.06028 -0.81905 0.217 -0.245 0.112 0.2017
O 0.70350 -3.69142 -0.31060 0.063 0.375 -0.046 -0.7330
C -3.50453 -4.11825 5.83535 -0.081 -0.201 -0.040 -0.6300
O -2.42085 2.73901 -2.56295 0.631 1.019 1.063 -0.8713
H 3.16062 2.43480 -4.11949 -0.399 -0.013 0.243 0.2345
H -1.39612 -4.94387 -1.41431 -0.053 -0.005 0.111 0.2073
C 3.17416 2.59289 -3.03405 0.317 -0.124 0.219 -0.4230
C 1.39830 3.36033 -0.20853 -0.087 0.297 -0.190 -0.4369
C -3.02457 -3.51253 4.52584 0.191 0.290 0.585 0.0944
H -2.79202 3.61076 -2.36326 -0.389 -0.189 -0.561 0.4938
C 2.07144 0.30007 -2.48323 -0.210 0.394 -0.476 -0.2393
H 2.89109 4.68919 -2.97864 -0.450 -0.147 -0.268 0.2411
O -1.65765 -3.86092 4.30589 -0.048 -0.104 -0.247 -0.7233
H -2.53814 1.09056 -0.59534 0.251 0.120 -0.315 0.1991
C 2.33579 3.83249 -2.57334 1.235 -0.833 0.582 -0.2646
H 1.29666 2.27581 -0.32075 0.020 0.200 -0.154 0.2550
H -2.22122 -3.72260 1.35616 0.007 -0.038 0.029 0.2057
C 2.87808 -1.01895 -0.61501 -0.020 0.407 -0.245 -0.2147
C 2.54749 3.97715 -1.02231 -1.182 0.829 -0.230 -0.3929
H -2.91302 -3.74151 6.67439 -0.040 0.111 -0.030 0.1995
H -2.81703 -1.57640 3.58831 -0.043 -0.040 -0.021 0.2055
H -2.53978 -3.60479 -1.20785 0.000 -0.047 -0.004 0.2110
H -0.70661 3.98529 0.03665 -0.062 -0.302 -0.508 0.2348
C -0.67510 -3.36433 -0.12271 -0.228 -0.781 0.006 0.1135
H 4.21628 2.89096 -2.84224 -0.275 0.089 -0.067 0.2291
H -0.58517 -3.62158 2.02122 -0.077 0.036 0.010 0.2357
B -1.12998 2.62994 -2.10198 -1.002 -1.480 -0.886 1.2917
H 4.63152 1.83582 -0.95428 -0.085 -0.184 -0.125 0.2006
C 2.99769 1.30688 -2.23016 0.006 0.056 -0.269 -0.0570
C -1.17444 -3.97448 1.17737 0.143 0.225 0.056 -0.6350
N -0.24057 3.91105 -2.06831 -0.632 -0.515 0.442 -0.6622
H -1.30021 -0.15232 -0.46218 0.149 0.272 -0.057 0.2161
H -4.21258 -1.70207 4.67558 0.022 0.018 0.025 0.2136
H 1.51261 3.57089 0.86294 0.128 -0.063 -0.229 0.2435
H -3.38562 -5.20206 5.82109 -0.041 0.014 -0.048 0.2228